Record 1
C6H20NO4 | ωB97M-V with the def2-TZVPD basis set

Properties
E_tot = -596.0750 a.u.
frontier orbital gap = 0.353 Eh
relative energy (zero: lowest compared OMol25 entry of this formula, charge and spin) = 0.884 eV
multiplicity = 1
charge = +1
lowest unoccupied orbital energy = -2.762 eV

XYZ file:
```
31
Properties=species:S:1:pos:R:3:forces:R:3
C 0.363 1.675 -0.141 1.666 -0.369 0.654
O 0.767 2.466 0.970 -0.640 0.324 -0.051
C 0.168 0.257 0.365 -0.961 -0.347 0.406
C -0.413 -0.696 -0.670 -0.446 0.157 0.053
C 0.638 -1.020 -1.690 0.160 0.060 -0.353
C 0.455 -1.102 -3.005 -0.100 -0.065 0.734
C 1.418 -1.716 -3.970 -0.180 0.536 -0.067
N -0.761 0.371 1.578 -1.173 -0.001 0.172
H 1.161 1.703 -0.883 -0.299 -0.191 -0.347
H -0.567 2.015 -0.589 -0.091 0.315 0.102
H 1.712 2.657 0.942 -0.055 -0.143 0.024
H 1.012 -0.260 0.810 0.688 0.575 -0.254
H -0.729 -1.633 -0.220 0.307 -0.300 0.527
H -1.378 -0.343 -1.049 0.307 0.439 -0.524
H 1.615 -1.256 -1.268 -0.082 -0.293 -0.014
H -0.492 -0.722 -3.359 -0.286 -0.249 -0.381
H 1.207 -2.772 -4.115 -0.160 -0.106 -0.006
H 1.321 -1.225 -4.938 0.262 -0.071 -0.030
H 2.435 -1.639 -3.597 0.173 0.045 -0.072
H -0.300 0.217 2.462 0.494 -0.452 0.198
H -1.525 -0.307 1.496 0.223 -0.218 0.237
H -1.256 1.258 1.767 0.188 0.208 -0.850
H 4.565 1.151 1.719 0.060 0.004 -0.110
H 3.694 1.121 0.439 0.364 -0.106 0.016
O 3.729 1.444 1.344 -0.494 0.094 -0.032
H -3.819 2.452 1.929 0.172 -0.054 -0.195
H -3.508 1.233 2.768 -0.038 0.032 -0.079
O -3.279 1.648 1.925 -0.079 0.008 0.385
H -3.377 -1.885 2.926 0.135 0.139 0.063
H -2.428 -3.029 3.054 0.342 0.134 0.035
O -2.429 -2.063 3.001 -0.457 -0.104 -0.239
```
Positions in Å, forces in eV/Å.

Record 2
C6H20NO5 | ωB97M-V with the def2-TZVPD basis set

Properties
E_tot = -671.3775 a.u.
frontier orbital gap (spin up / spin down) = 0.363 / 0.200 Eh
relative energy (zero: lowest compared OMol25 entry of this formula, charge and spin) = 1.198 eV
multiplicity = 2
expectation value of S² = 0.76
lowest unoccupied orbital energy (spin up / spin down) = 0.407 / -4.013 eV

XYZ file:
```
32
Properties=species:S:1:pos:R:3:forces:R:3
C 0.756 2.294 1.537 -0.068 -0.958 -1.021
C 0.574 1.263 0.354 3.329 1.914 2.073
C 1.624 0.139 0.614 -0.694 -2.132 0.027
C 1.200 -1.319 0.374 0.253 0.979 -2.073
C 1.920 -2.352 0.790 0.729 0.756 -0.796
N 1.070 1.952 -0.806 -3.262 -0.572 -0.501
C 0.532 1.447 -2.119 1.337 0.278 -0.687
O -0.615 2.123 -2.363 -0.595 0.708 -0.081
H 0.728 1.748 2.475 -0.183 0.211 0.146
H 0.020 3.097 1.512 0.017 -0.018 0.029
H 1.766 2.672 1.375 -0.032 0.335 0.464
H -0.431 0.837 0.377 0.045 0.632 -1.108
H 1.840 0.175 1.665 0.763 0.394 0.435
H 2.501 0.221 -0.034 0.061 0.551 0.465
H 0.487 -1.339 -0.456 0.002 -0.882 0.451
H 2.785 -2.092 1.385 0.015 -0.347 0.516
H 1.920 -3.330 0.322 -0.484 -0.001 0.289
H 0.937 2.968 -0.805 0.383 -0.076 0.266
H 1.247 1.809 -2.875 -0.034 -0.859 0.117
H 0.387 0.367 -2.026 0.341 0.136 -0.209
H -1.431 -0.173 0.360 -0.859 -1.857 0.800
H -1.488 -1.756 0.772 -0.001 0.438 -0.031
O -1.254 -0.882 1.123 -0.437 0.706 -0.283
H -2.630 1.096 -0.395 0.483 -0.614 -0.299
H -1.369 1.648 -1.901 0.247 -0.403 0.623
O -1.851 0.614 -0.743 -0.959 1.387 -0.332
H 0.490 -2.934 2.261 0.019 -0.094 0.100
H -0.418 -1.713 2.342 0.025 -1.218 0.650
O -0.255 -2.605 2.768 -0.222 0.838 0.078
H -1.739 -0.916 -1.556 -0.740 -0.904 -0.149
H -2.766 -2.070 -1.559 -0.800 -0.057 0.212
O -1.877 -1.870 -1.811 1.318 0.730 -0.173
```
Positions in Å, forces in eV/Å.

Record 3
C6H20O18S3V | ωB97M-V with the def2-TZVPD basis set

Properties
E_tot = -3732.9626 a.u.
frontier orbital gap = 0.116 Eh
relative energy (zero: lowest compared OMol25 entry of this formula, charge and spin) = 0.000 eV
multiplicity = 1
charge = -5
lowest unoccupied orbital energy = 9.955 eV

XYZ file:
```
48
Properties=species:S:1:pos:R:3:forces:R:3
O 0.664 1.298 -0.621 -0.618 -0.910 0.506
V -0.225 0.441 0.431 -0.938 0.884 -1.121
O 0.154 -1.094 0.331 0.577 -0.101 0.163
S -3.080 -0.058 -1.681 -0.756 -0.451 -1.367
O -4.020 0.959 -1.251 -0.633 0.499 0.250
O -2.901 0.031 -3.167 0.340 -0.004 -0.042
O -1.738 0.168 -1.064 1.538 0.566 0.930
O -3.528 -1.421 -1.361 -0.241 -0.713 0.253
S -2.596 1.604 2.593 -1.727 2.547 -0.275
O -1.754 0.531 1.915 2.415 -0.797 -1.322
O -1.736 2.589 3.218 0.172 -0.184 0.711
O -3.423 2.242 1.563 -0.083 -0.101 -0.067
O -3.439 0.884 3.550 -0.319 -0.735 0.994
S 1.622 2.109 2.497 -5.450 5.251 2.295
O 1.377 0.776 1.857 0.267 -2.076 0.026
O 0.671 3.052 1.898 0.819 0.377 -3.480
O 1.086 2.299 3.876 2.577 -2.939 1.757
O 3.003 2.521 2.365 2.413 -0.693 -0.419
C 0.303 -1.015 4.191 0.627 0.503 0.080
O 1.194 -1.661 3.297 0.491 -0.638 0.133
H 0.863 -0.466 4.962 0.015 0.038 0.039
H -0.273 -0.256 3.661 -0.470 -0.226 0.211
H -0.284 -1.786 4.699 -0.319 0.066 -0.281
H 1.503 -0.990 2.664 -0.373 0.269 0.074
C 3.448 -0.860 0.106 -0.032 -0.495 0.650
O 4.010 0.419 0.311 -0.657 -0.063 -0.249
H 2.599 -1.089 0.755 0.071 0.361 0.197
H 3.013 -1.059 -0.881 0.458 0.260 -0.315
H 4.239 -1.572 0.381 -0.016 -0.317 -0.430
H 3.280 0.951 0.688 0.283 0.258 0.115
C -2.123 -2.922 1.881 0.457 2.291 0.040
O -2.931 -1.760 1.863 -0.262 -0.988 0.408
H -2.636 -3.727 2.420 -0.086 -0.313 -0.161
H -1.802 -3.159 0.862 -0.236 -0.551 -0.097
H -1.205 -2.639 2.409 0.225 -0.608 0.162
H -2.382 -0.927 1.967 -0.495 -0.419 -0.249
C 1.010 -0.736 -4.819 0.759 -0.605 1.020
C 0.284 0.372 -4.079 -0.790 0.056 -1.369
C 1.179 1.578 -3.938 0.713 0.319 0.776
O -0.856 0.723 -4.902 0.368 0.180 -0.207
H 1.367 -0.442 -5.813 -0.329 0.055 -0.182
H 0.394 -1.636 -4.819 -0.066 0.061 -0.400
H 1.913 -0.979 -4.245 0.040 -0.134 -0.002
H -0.156 -0.019 -3.157 0.122 0.440 0.234
H 1.497 2.006 -4.901 -0.481 -0.068 -0.329
H 2.140 1.329 -3.476 -0.196 -0.178 0.380
H 0.727 2.349 -3.315 -0.091 -0.057 -0.035
H -0.454 1.043 -5.721 -0.081 0.086 -0.007
```
Positions in Å, forces in eV/Å.

Record 4
C6H20O4 | ωB97M-V with the def2-TZVPD basis set

Properties
SMILES string = CCO.CCO.CCO.O
E_tot = -541.5273 a.u.
frontier orbital gap = 0.375 Eh
relative energy (zero: lowest compared OMol25 entry of this formula, charge and spin) = 0.745 eV
multiplicity = 1
lowest unoccupied orbital energy = 0.549 eV

XYZ file:
```
30
Properties=species:S:1:pos:R:3:forces:R:3
C -2.612 1.122 0.131 0.355 -0.026 -0.601
C -2.664 0.500 1.499 -0.240 -0.081 0.360
O -3.987 0.174 1.926 0.095 0.035 -0.028
H -1.562 1.191 -0.173 -0.098 0.151 -0.018
H -3.047 2.119 0.056 -0.076 0.020 0.205
H -3.095 0.482 -0.609 -0.103 -0.025 0.085
H -2.177 1.145 2.240 0.022 -0.024 -0.018
H -2.120 -0.443 1.476 0.004 -0.036 0.053
H -4.431 0.979 2.208 0.022 0.005 -0.055
C 2.191 0.698 2.933 0.095 0.306 -0.232
C 1.470 -0.617 3.179 0.098 -0.200 -0.347
O 1.983 -1.672 2.374 0.027 0.081 0.113
H 3.269 0.541 2.873 -0.031 -0.071 0.148
H 1.988 1.439 3.711 -0.034 -0.112 0.061
H 1.894 1.155 1.983 -0.024 -0.137 0.031
H 0.400 -0.503 2.976 -0.045 0.034 0.214
H 1.603 -0.942 4.209 -0.054 0.047 0.095
H 1.622 -1.550 1.486 -0.052 0.084 -0.060
C 0.945 0.470 -4.029 -0.039 0.740 0.165
C 0.715 -1.005 -3.900 0.058 -0.248 -0.183
O 1.172 -1.405 -2.599 -0.158 -0.062 -0.120
H 2.006 0.713 -4.077 0.026 -0.083 0.049
H 0.522 1.004 -3.170 0.047 -0.149 -0.043
H 0.468 0.901 -4.910 0.007 -0.234 -0.103
H 1.272 -1.546 -4.674 0.009 0.012 0.126
H -0.342 -1.252 -4.042 -0.029 0.031 0.202
H 0.948 -2.330 -2.464 0.072 -0.101 -0.067
O 0.472 -0.722 0.079 -0.048 -0.056 0.093
H 0.720 -0.874 -0.846 0.041 0.057 -0.173
H 0.377 0.231 0.155 0.052 0.044 0.050
```
Positions in Å, forces in eV/Å.